Record 1
10 unconnected molecules or ions with the total composition C15H50N8O10, computed with ωB97M-V/def2-TZVPD.

Each line ends with the Löwdin charge.
CARTESIAN COORDINATES (ANGSTROEM)
N (0.007, 5.401, -4.588)  0.131
C (-0.467, 4.738, -5.631)  -0.749
N (-1.681, 5.257, -5.855)  0.142
O (0.164, 3.895, -6.219)  0.056
H (1.002, 5.545, -4.494)  0.115
H (-0.514, 6.227, -4.332)  0.091
H (-2.245, 4.814, -6.566)  0.113
H (-2.011, 6.063, -5.345)  0.101
N (7.557, 3.568, -3.517)  0.166
C (7.050, 4.423, -4.324)  -0.830
N (7.329, 4.225, -5.552)  0.170
O (6.274, 5.301, -3.947)  0.007
H (8.309, 3.009, -3.892)  0.113
H (7.435, 3.705, -2.524)  0.127
H (6.911, 4.857, -6.220)  0.131
H (7.699, 3.320, -5.805)  0.117
N (2.148, -2.540, -5.576)  0.164
C (1.850, -3.162, -6.651)  -0.828
N (1.868, -4.442, -6.467)  0.159
O (1.637, -2.643, -7.739)  0.028
H (2.239, -2.941, -4.654)  0.119
H (2.068, -1.554, -5.778)  0.129
H (1.932, -4.680, -5.488)  0.105
H (1.343, -4.992, -7.132)  0.125
N (2.233, 0.732, 0.050)  0.157
C (1.096, 0.309, 0.560)  -0.825
N (0.069, 0.481, -0.225)  0.163
O (1.015, -0.212, 1.625)  0.053
H (3.012, 0.645, 0.688)  0.118
H (2.208, 1.424, -0.685)  0.106
H (0.240, 1.036, -1.051)  0.106
H (-0.850, 0.347, 0.170)  0.123
C (-2.864, 5.828, 2.582)  -0.086
C (-1.781, 6.692, 3.285)  -0.323
O (-2.284, 7.195, 4.494)  -0.083
H (-3.151, 4.905, 3.085)  0.062
H (-2.473, 5.439, 1.642)  0.063
H (-3.792, 6.398, 2.530)  0.071
H (-1.604, 7.611, 2.726)  0.105
H (-0.790, 6.238, 3.325)  0.105
H (-2.195, 6.615, 5.254)  0.086
C (-0.427, -7.475, 6.215)  -0.101
C (-0.149, -6.812, 4.911)  -0.366
O (1.099, -6.170, 4.965)  -0.067
H (0.249, -8.330, 6.257)  0.078
H (-1.462, -7.776, 6.376)  0.077
H (-0.221, -6.816, 7.058)  0.076
H (-0.814, -5.956, 4.795)  0.109
H (-0.339, -7.563, 4.144)  0.112
H (1.063, -5.656, 4.155)  0.082
C (-7.472, 3.237, -3.593)  -0.099
C (-6.408, 2.134, -3.407)  -0.287
O (-7.077, 1.059, -2.685)  -0.091
H (-7.925, 3.607, -2.674)  0.069
H (-8.305, 2.787, -4.134)  0.068
H (-7.081, 4.095, -4.140)  0.065
H (-5.599, 2.568, -2.820)  0.097
H (-5.898, 1.849, -4.327)  0.104
H (-6.790, 1.069, -1.770)  0.074
C (-6.735, -3.065, 2.721)  -0.085
C (-5.426, -2.248, 2.616)  -0.347
O (-5.657, -0.930, 2.266)  -0.070
H (-6.525, -4.130, 2.618)  0.066
H (-7.324, -2.873, 1.825)  0.069
H (-7.451, -2.930, 3.531)  0.068
H (-4.773, -2.630, 1.831)  0.112
H (-4.845, -2.313, 3.536)  0.104
H (-6.186, -0.645, 3.014)  0.083
C (7.555, -3.486, 1.239)  -0.072
C (7.583, -5.006, 1.614)  -0.307
O (7.460, -5.940, 0.541)  -0.096
H (6.527, -3.272, 0.945)  0.065
H (8.298, -3.215, 0.489)  0.068
H (7.701, -2.746, 2.026)  0.065
H (6.796, -5.262, 2.324)  0.103
H (8.540, -5.298, 2.048)  0.100
H (7.591, -6.790, 0.967)  0.075
C (-0.996, -1.221, 7.410)  -0.176
O (-1.098, 0.002, 6.699)  -0.119
H (-0.876, -1.139, 8.490)  0.075
H (-1.802, -1.905, 7.145)  0.075
H (-0.022, -1.659, 7.195)  0.073
H (-0.773, -0.227, 5.826)  0.072

## Properties
energy	-1791.884230	a.u.
SMILES	NC(N)=O.NC(N)=O.NC(N)=O.NC(N)=O.CCO.CCO.CCO.CCO.CCO.CO
energy above the lowest of the compared OMol25 structures with the same formula, charge and spin	0.168	eV

=====

Record 2
10 unconnected molecules or ions with the total composition C15H50N8O10, computed with ωB97M-V/def2-TZVPD.

Each line ends with the Löwdin charge.
CARTESIAN COORDINATES (ANGSTROEM)
N (-0.382, 2.945, 1.735)  0.125
C (-0.183, 4.252, 1.319)  -0.582
N (0.281, 4.311, 0.093)  0.149
O (-0.321, 5.329, 2.126)  -0.107
H (-0.634, 2.775, 2.697)  0.125
H (-0.215, 2.108, 1.173)  0.063
H (0.422, 5.257, -0.304)  0.131
H (0.522, 3.499, -0.596)  0.093
N (1.036, -0.877, -3.652)  0.154
C (0.148, -0.541, -4.549)  -0.663
N (0.541, 0.454, -5.248)  0.156
O (-1.022, -1.256, -4.745)  -0.114
H (0.875, -1.770, -2.989)  0.153
H (1.853, -0.328, -3.549)  0.073
H (-0.159, 0.920, -5.879)  0.156
H (1.446, 0.973, -5.150)  0.140
N (-0.514, 0.345, 0.827)  0.186
C (0.555, 0.056, 1.433)  -0.678
N (1.408, -0.405, 0.619)  0.167
O (0.835, 0.199, 2.755)  -0.074
H (-1.304, 0.634, 1.350)  0.036
H (-0.773, 0.067, -0.100)  0.088
H (2.413, -0.386, 0.831)  0.084
H (1.079, -0.936, -0.148)  0.086
N (-4.881, 1.985, 2.472)  0.161
C (-3.620, 1.982, 2.149)  -0.586
N (-3.024, 3.126, 2.021)  0.151
O (-2.872, 0.781, 2.017)  -0.157
H (-5.256, 1.050, 2.714)  0.137
H (-5.396, 2.758, 2.844)  0.108
H (-1.981, 3.017, 1.767)  0.054
H (-3.442, 4.084, 2.324)  0.176
C (-1.820, -2.971, 2.327)  -0.054
C (-3.136, -2.361, 1.846)  -0.318
O (-4.126, -3.304, 1.440)  -0.095
H (-2.085, -3.442, 3.205)  0.049
H (-1.070, -2.246, 2.521)  0.051
H (-1.381, -3.706, 1.638)  0.075
H (-3.032, -1.640, 1.025)  0.087
H (-3.630, -1.849, 2.693)  0.105
H (-4.932, -2.872, 1.158)  0.071
C (-1.053, -3.231, -1.287)  -0.074
C (0.327, -3.724, -1.543)  -0.340
O (1.285, -2.708, -1.486)  -0.093
H (-1.422, -2.622, -2.204)  0.090
H (-1.070, -2.475, -0.484)  0.063
H (-1.742, -4.073, -1.099)  0.102
H (0.282, -4.354, -2.425)  0.121
H (0.492, -4.413, -0.723)  0.109
H (2.108, -3.198, -1.626)  0.121
C (2.798, 2.462, -0.914)  -0.039
C (1.802, 1.875, -2.033)  -0.292
O (0.522, 2.189, -1.665)  -0.106
H (2.876, 3.556, -1.114)  0.079
H (3.802, 2.027, -1.007)  0.056
H (2.498, 2.285, 0.146)  0.082
H (1.813, 0.831, -2.104)  0.051
H (1.995, 2.258, -3.018)  0.100
H (-0.178, 1.716, -2.144)  0.067
C (-2.730, 1.900, -1.224)  -0.018
C (-2.271, 0.983, -2.380)  -0.305
O (-1.519, -0.084, -1.910)  -0.129
H (-3.413, 2.699, -1.437)  0.083
H (-1.858, 2.339, -0.883)  0.022
H (-3.196, 1.145, -0.589)  0.084
H (-1.659, 1.406, -3.093)  0.074
H (-3.037, 0.518, -2.910)  0.108
H (-1.300, -0.677, -2.682)  0.061
C (4.318, -0.400, 2.415)  -0.075
C (4.833, -0.266, 1.001)  -0.267
O (4.013, -1.094, 0.129)  -0.086
H (4.675, 0.496, 2.923)  0.084
H (4.673, -1.304, 2.977)  0.093
H (3.229, -0.405, 2.428)  0.041
H (5.812, -0.660, 0.945)  0.093
H (4.901, 0.802, 0.749)  0.105
H (3.992, -0.727, -0.729)  0.053
C (1.976, -2.969, 2.790)  -0.183
O (1.586, -2.982, 1.465)  -0.159
H (2.013, -4.067, 3.028)  0.096
H (1.343, -2.363, 3.469)  0.089
H (3.014, -2.634, 2.832)  0.044
H (1.249, -2.074, 1.208)  0.039

## Properties
energy	-1791.832647	a.u.
SMILES	NC(N)=O.NC(N)=O.NC(N)=O.NC(N)=O.CCO.CCO.CCO.CCO.CCO.CO
energy above the lowest of the compared OMol25 structures with the same formula, charge and spin	1.571	eV